No. 1
This record from the Open Molecules 2025 dataset describes a molecular structure, C32H42N2OP2Tl. The level of theory is ωB97M-V/def2-TZVPD.

Positions of all 80 atoms, in Å:
C 3.2968 -2.8574 -1.0385
C 2.1018 -2.2251 -1.4253
C 1.0200 -2.1596 -0.5019
C 1.1516 -2.7864 0.7671
C 2.3401 -3.4435 1.1053
C 3.4245 -3.4704 0.2142
C -0.0213 -2.6506 1.7141
C -1.3239 -2.7605 0.9537
C -1.3510 -2.1382 -0.3168
C -2.5485 -2.1511 -1.0835
C -3.7050 -2.7275 -0.5335
C -3.6809 -3.3315 0.7320
C -2.4833 -3.3590 1.4630
H 4.1282 -2.8937 -1.7528
H 2.4232 -3.9235 2.0877
H 4.3572 -3.9725 0.4907
H 0.0355 -3.3861 2.5340
H -4.6298 -2.7315 -1.1231
H -4.5885 -3.7872 1.1408
H -2.4528 -3.8320 2.4517
N -0.1953 -1.5304 -0.8367
Tl -0.3101 0.4960 -1.3317
C 1.9580 -1.6262 -2.8002
H 1.0591 -2.0258 -3.3085
H 2.8460 -1.8351 -3.4223
C -2.5331 -1.6144 -2.4918
H -1.7505 -2.1304 -3.0814
H -3.5068 -1.7686 -2.9901
P 1.6589 0.2029 -2.6444
P -2.0736 0.1838 -2.6069
C -3.6074 1.0960 -2.1617
H -3.4424 2.1767 -2.3039
H -4.4595 0.7631 -2.7799
H -3.8143 0.9080 -1.0963
C -1.9429 0.4667 -4.4271
H -2.9205 0.3188 -4.9194
H -1.5885 1.4939 -4.6127
H -1.2138 -0.2432 -4.8494
C 3.2364 0.8045 -1.8875
H 4.1192 0.3613 -2.3817
H 3.2816 1.9034 -1.9667
H 3.2407 0.5226 -0.8214
C 1.7902 0.8488 -4.3712
H 1.5516 1.9257 -4.3706
H 2.8053 0.6967 -4.7782
H 1.0600 0.3324 -5.0143
C -0.3790 2.3413 -1.5486
O -0.4205 3.5058 -1.6900
H 0.0211 -1.6406 2.1815
C 1.9759 1.6813 5.2711
C 1.9110 1.6923 3.7689
C 2.8116 2.4727 3.0505
C 2.7162 2.5487 1.6611
C 3.7032 3.3942 0.9108
C 1.6805 1.8761 0.9930
C 0.7308 1.0930 1.6869
C 0.9189 0.9744 3.0876
N -0.4413 0.5281 1.0165
C -1.7918 1.0065 1.5718
C -2.9131 0.0211 1.2915
C -1.9261 1.2249 3.1127
C -2.1648 2.3781 0.9656
H 2.9591 1.3093 5.6182
H 1.8305 2.7217 5.6416
H 1.1689 1.0603 5.7154
H 3.5787 3.0309 3.5725
H 3.6396 4.4440 1.2640
H 4.7282 3.0086 1.0904
H 3.5085 3.3839 -0.1802
H 1.6198 2.0212 -0.0606
H 0.2777 0.3635 3.6889
H -2.7841 -0.8871 1.8963
H -3.9148 0.4329 1.5477
H -2.9142 -0.2244 0.2565
H -2.9560 1.5648 3.3740
H -1.8001 0.2807 3.6832
H -1.2776 2.0414 3.4919
H -1.3719 3.1273 1.1752
H -2.3441 2.3196 -0.1111
H -3.1228 2.7637 1.3820

Atoms 1-2, force components in eV/Å:
-0.2 0.0 0.1
-0.2 -0.2 0.8

Calculated values
Total energy: -62153.0153 eV
HOMO (spin up / spin down): -0.350 / -0.350 Ha
2S+1: 1
LUMO level (spin up / spin down): -3.905 / -3.904 eV
Frontier orbital gap (spin up / spin down): 5.63 / 5.63 eV
Total charge: +1



No. 2
This record from the Open Molecules 2025 dataset describes a molecular structure, C32H42N4OTb. The level of theory is ωB97M-V/def2-TZVPD.

Positions of all 80 atoms, in Å:
Tb 0.3245 -0.8054 0.3528
N 1.3374 -3.1441 3.8740
N -0.1983 -2.4883 -1.7457
C 1.4241 1.8686 0.2690
C 2.4890 0.9721 0.5908
C 2.4109 0.7027 2.0004
C 3.3300 -0.0910 2.8039
H 4.1886 -0.4468 2.2355
H 2.7697 -1.1693 3.0927
H 3.6045 0.3536 3.7800
C 1.2590 1.3571 2.5124
C 0.8572 1.3448 3.9369
H 1.3602 2.1340 4.5213
H 1.1071 0.3898 4.4199
H -0.2222 1.4966 4.0511
C 0.6810 2.1138 1.4672
C -0.4005 3.1068 1.6532
H -1.2354 2.6762 2.2205
H -0.7965 3.4630 0.6976
H -0.0613 3.9948 2.2128
C 3.5747 0.5184 -0.3200
H 4.4532 1.1889 -0.3039
H 3.2337 0.4731 -1.3652
H 3.9322 -0.4863 -0.0495
C 1.2538 2.5809 -1.0254
H 0.1994 2.8220 -1.2160
H 1.5991 1.9695 -1.8693
H 1.8177 3.5312 -1.0726
C 0.3178 -3.5374 4.6095
H 0.4777 -3.3552 5.6545
C -0.7949 -4.1694 4.0845
H -1.5045 -4.6334 4.7845
C -0.9056 -4.2011 2.6975
H -1.8031 -4.6985 2.3105
C 0.0426 -3.5634 1.8781
H -0.1627 -3.5508 0.7720
C 1.1770 -2.8940 2.5845
C 2.5098 -2.5304 2.4596
H 2.7093 -2.6386 1.2847
C -0.0226 -1.2887 -2.0842
C 1.0475 -3.1019 -2.5341
H 1.6868 -3.8713 -2.1372
C 1.0128 -2.3950 -3.6624
H 1.3208 -2.7353 -4.6621
N 0.3157 -1.2319 -3.4155
C 0.1840 0.0046 -4.0111
C 1.2892 0.4595 -4.7049
C 1.0973 1.6637 -5.3801
H 1.8754 1.9669 -6.0937
C -0.0623 2.4065 -5.1574
C -0.2890 3.6265 -5.9629
H -0.8271 4.3554 -5.3638
H -0.8791 3.4053 -6.8540
H 0.6722 4.0232 -6.2750
C -1.0009 2.0473 -4.1920
H -1.8785 2.6765 -3.9701
C -0.8696 0.8270 -3.5245
C -1.8360 0.4695 -2.4197
H -1.9643 -0.6184 -2.2277
H -2.8403 0.8400 -2.6858
H -1.6333 0.9585 -1.4350
C 2.5916 -0.2918 -4.7321
H 2.4923 -1.3260 -5.0993
H 3.1199 -0.3430 -3.7558
H 3.2557 0.2262 -5.4344
C -4.8843 -0.2733 3.0511
N -3.7856 -0.0118 2.0947
C -4.2237 0.4547 0.7783
C -2.5222 -0.3650 2.3400
C -2.2025 -0.8046 3.7339
O -1.6007 -0.3562 1.4067
H -5.8234 0.0679 2.6058
H -4.7635 0.2593 4.0022
H -5.0005 -1.3432 3.2713
H -5.0313 1.1808 0.9235
H -3.3914 0.9239 0.2534
H -4.6256 -0.3792 0.1879
H -1.1255 -0.7241 3.8990
H -2.7214 -0.1880 4.4887
H -2.5128 -1.8490 3.8936

Atoms 1-2, force components in eV/Å:
1.5 0.4 0.3
-4.0 0.4 5.2

Calculated values
Total energy: -64296.3973 eV
HOMO (spin up / spin down): -0.088 / -0.086 Ha
<S²>: 12.75
Energy above the lowest of the compared OMol25 structures with the same formula, charge and spin: 87.6 kcal per mole
2S+1: 7
LUMO level (spin up / spin down): 2.081 / 2.075 eV
Frontier orbital gap (spin up / spin down): 4.47 / 4.42 eV
Total charge: -1